Entry 1:
# C5H6O3

A cluster of 2 separate species, C5H6O3 in total at a distorted geometry (wB97M-V/def2-TZVPD, the Open Molecules 2025 dataset).

Values from the calculation:
- Energy relative to the best compared isomer or geometry (same formula, charge and spin): 4.340 eV
- Gap between HOMO and LUMO: 8.4 eV
- SMILES string: O=C1CC1.O=C=CO
- E_HOMO: -0.294 Ha
- Spin multiplicity: 1

The geometry in XYZ format:
```
14
Properties=species:S:1:pos:R:3:forces:R:3
C 1.9967 -0.3054 1.1469 1.307 0.180 -2.583
C 1.5265 -0.5975 -0.0475 -0.365 -1.813 -1.024
C -0.9701 1.2075 -0.6458 -1.541 -0.830 1.826
C -1.6679 -0.0813 -1.1304 -1.565 -0.208 -3.006
C -0.8884 -0.1080 0.0264 -0.613 -1.485 1.359
O 1.5279 -0.2997 2.3765 -1.055 -0.056 1.459
O 1.2697 -1.0866 -1.1117 0.642 1.206 1.233
O -0.6768 -0.8706 0.9509 -0.103 1.183 -0.062
H 2.9792 0.0689 0.9729 0.888 0.381 0.437
H -0.2438 1.4827 -1.3019 2.218 0.842 -1.454
H -1.4849 2.0155 -0.1557 -0.238 0.064 0.181
H -2.7145 -0.2991 -1.3142 -0.437 0.395 1.237
H -1.2890 -0.4501 -2.0776 1.008 0.029 0.173
H 0.6354 -0.6762 2.3111 -0.146 0.112 0.225
```
Forces are in eV/Å.

Entry 2:
# C5H6O3

An isolated molecule of C5H6O3 at a distorted geometry (wB97M-V/def2-TZVPD, the Open Molecules 2025 dataset).

Values from the calculation:
- Energy relative to the best compared isomer or geometry (same formula, charge and spin): 4.684 eV
- Gap between HOMO and LUMO: 10.5 eV
- SMILES string: C1=C2OCO[C@H]2OC1
- E_HOMO: -0.352 Ha
- Spin multiplicity: 1

The geometry in XYZ format:
```
14
Properties=species:S:1:pos:R:3:forces:R:3
C 2.0278 -0.0595 0.2956 -1.625 -1.610 1.072
C -0.1313 -0.6865 -0.5171 0.247 -7.267 -1.830
C -2.0241 0.2613 0.1672 -1.143 -1.781 1.321
C -0.8914 1.1976 0.3650 -1.690 4.286 -0.299
C 0.0139 0.6423 -0.3785 2.610 5.205 1.099
H 2.3346 0.2257 1.4752 -0.597 -0.235 -3.628
H 2.8348 -0.5678 -0.3556 -1.041 1.396 1.182
H -0.0589 -1.0766 -1.6246 0.990 0.163 2.055
H -2.3852 0.1688 1.1513 -1.598 -0.462 1.066
H -2.8584 0.4200 -0.5736 1.180 0.000 0.606
H -0.8553 2.3071 0.9129 -0.302 -3.422 -1.685
O 0.9405 -1.0888 0.5048 0.818 1.232 -2.200
O -1.3573 -1.1154 -0.0728 -1.016 2.920 -0.032
O 1.2942 1.0031 -0.5043 3.167 -0.425 1.274
```
Forces are in eV/Å.

Entry 3:
# C5H6O3

An isolated molecule of C5H6O3 at a distorted geometry (wB97M-V/def2-TZVPD, the Open Molecules 2025 dataset).

Values from the calculation:
- Energy relative to the best compared isomer or geometry (same formula, charge and spin): 1.318 eV
- Gap between HOMO and LUMO: 9.0 eV
- SMILES string: O=C1CC[C@H](O)C1=O
- E_HOMO: -0.355 Ha
- Spin multiplicity: 1

The geometry in XYZ format:
```
14
Properties=species:S:1:pos:R:3:forces:R:3
C -1.0328 0.2564 -0.3232 -1.571 -0.090 -0.078
C -0.4911 1.4621 0.4783 -1.507 1.224 0.410
C 0.9953 1.4673 -0.0365 -0.269 0.425 -0.610
C 1.3108 -0.0640 -0.1205 -0.300 1.384 0.897
C -0.0386 -0.7684 0.0651 0.055 -1.851 -1.451
H -2.4199 -1.0067 0.2294 -0.295 1.286 -0.759
H -0.7120 0.5505 -1.3796 -1.000 -0.648 0.822
H -0.6419 1.3770 1.6122 0.397 -0.102 -1.639
H -1.1882 2.2942 0.1111 1.554 -0.559 0.769
H 1.0091 2.0822 -0.9766 0.069 -1.134 0.358
H 1.8046 1.9376 0.5264 -0.457 -0.074 0.568
O -2.4715 -0.1090 -0.2154 3.120 -0.666 0.666
O 2.3649 -0.6117 -0.1312 0.431 -0.066 -0.301
O -0.1825 -1.9487 0.2838 -0.228 0.872 0.348
```
Forces are in eV/Å.

Entry 4:
# C5H6O3

An isolated molecule of C5H6O3 at a distorted geometry (wB97M-V/def2-TZVPD, the Open Molecules 2025 dataset).

Values from the calculation:
- Energy relative to the best compared isomer or geometry (same formula, charge and spin): 5.062 eV
- Gap between HOMO and LUMO: 9.7 eV
- SMILES string: O=C1C[C@@]2(O)C[C@@H]2O1
- E_HOMO: -0.338 Ha
- Spin multiplicity: 1

The geometry in XYZ format:
```
14
Properties=species:S:1:pos:R:3:forces:R:3
C 0.3650 0.5871 0.9352 0.179 0.774 -1.743
C 0.1423 2.0651 0.5766 0.596 -0.824 0.244
C 0.0367 1.0654 -0.5598 2.339 2.845 -0.469
C -0.0214 -1.0534 -0.7307 3.149 -6.461 0.399
C 0.8986 -0.6933 0.4726 2.135 -2.300 1.943
H -0.8238 -0.0049 2.3358 -0.324 0.186 -1.884
H -0.6883 2.2831 1.2138 -0.309 0.911 -0.058
H 1.0165 2.7844 0.5168 -1.412 -0.961 -0.270
H 0.8789 1.3533 -1.3273 -1.282 -1.216 1.748
H 1.0904 -1.3674 1.3915 -1.133 0.219 -1.772
H 1.8316 -0.7739 0.0036 1.863 0.684 -0.660
O -0.9000 0.1138 1.3371 -1.196 0.328 3.537
O -0.7054 0.0012 -1.0120 -3.079 1.888 -2.712
O 0.1264 -2.1275 -1.3624 -1.526 3.928 1.696
```
Forces are in eV/Å.

Entry 5:
# C5H6O3

An isolated molecule of C5H6O3 at a distorted geometry (wB97M-V/def2-TZVPD, the Open Molecules 2025 dataset).

Values from the calculation:
- Energy relative to the best compared isomer or geometry (same formula, charge and spin): 0.506 eV
- Gap between HOMO and LUMO: 9.0 eV
- SMILES string: O=C1CC(O)CC1=O
- E_HOMO: -0.346 Ha
- Spin multiplicity: 1

The geometry in XYZ format:
```
14
Properties=species:S:1:pos:R:3:forces:R:3
C 0.1935 -0.3487 -0.8217 -0.304 -0.806 0.525
C -1.1909 -0.0422 -0.1918 0.127 1.083 0.254
C -0.9287 0.0082 1.3162 0.905 -0.141 -0.558
C 0.6237 0.1628 1.4880 0.235 0.311 0.159
C 1.2289 0.2808 0.1117 -0.528 -0.705 0.137
H -0.2540 -0.3636 -2.6756 0.762 0.736 0.316
H 0.3138 -1.4522 -0.8930 0.110 0.415 0.536
H -1.4448 1.0151 -0.4742 0.094 -0.742 0.132
H -2.0303 -0.6825 -0.4752 0.232 0.007 0.049
H 1.3991 1.3181 -0.1316 -0.236 0.545 -0.160
H 2.1898 -0.1889 0.0699 0.557 -0.384 -0.026
O 0.3663 0.1495 -2.1075 -0.890 -0.179 -1.381
O -1.6662 -0.0404 2.2445 -0.732 -0.075 0.260
O 1.1998 0.1841 2.5402 -0.333 -0.065 -0.244
```
Forces are in eV/Å.

Entry 6:
# C5H6O3

An isolated molecule of C5H6O3 at a distorted geometry (wB97M-V/def2-TZVPD, the Open Molecules 2025 dataset).

Values from the calculation:
- Energy relative to the best compared isomer or geometry (same formula, charge and spin): 4.032 eV
- Gap between HOMO and LUMO: 7.3 eV
- E_HOMO: -0.284 Ha
- Spin multiplicity: 1

The geometry in XYZ format:
```
14
Properties=species:S:1:pos:R:3:forces:R:3
C -0.5784 -1.2119 -0.0555 -0.077 0.095 0.355
C 0.2528 -0.5322 -1.1170 -0.250 0.442 0.447
C 0.6864 0.8299 1.2089 -0.325 -0.438 -0.195
C -0.4897 0.2827 0.1170 0.600 -0.439 -0.679
C 1.4031 1.5167 0.2373 0.457 1.060 -0.619
O -1.8557 -1.6906 -0.3344 0.119 0.137 -0.002
O -1.4427 1.0841 -0.0553 -0.009 0.107 0.052
O 1.9290 2.1492 -0.5545 -0.701 -0.963 0.890
H -2.4191 -0.9066 -0.4471 0.080 0.005 0.047
H -0.0517 -1.8629 0.6359 -0.002 -0.034 -0.068
H 1.3063 -0.7873 -1.1668 0.034 -0.011 0.037
H -0.2251 -0.3334 -2.0665 -0.045 -0.016 0.017
H 1.2695 0.0102 1.6255 0.026 -0.025 -0.095
H 0.2154 1.4523 1.9723 0.092 0.080 -0.186
```
Forces are in eV/Å.

Entry 7:
# C5H6O3Tl

A structure of composition C5H6O3Tl at a distorted geometry (wB97M-V/def2-TZVPD, the Open Molecules 2025 dataset).

Values from the calculation:
- Energy relative to the best compared isomer or geometry (same formula, charge and spin): 0.134 eV
- Gap between HOMO and LUMO (spin up / spin down): 7.8 / 8.0 eV
- E_HOMO (spin up / spin down): -0.322 / -0.329 Ha
- Spin multiplicity: 2

The geometry in XYZ format:
```
15
Properties=species:S:1:pos:R:3:forces:R:3
O -1.8586 2.7016 -1.3364 -0.487 1.409 0.910
C -1.1792 1.6649 -1.5801 0.903 -2.102 -1.756
O -1.1215 1.0306 -2.6291 -0.527 0.573 0.349
Tl -2.3554 4.3779 0.2108 0.294 -0.752 -0.564
O -0.3894 1.2079 -0.5552 -0.218 0.901 1.561
C -0.0883 -0.1718 -0.4836 0.187 -0.462 -0.584
C 0.8396 -0.3976 0.7005 0.032 0.300 0.148
C 1.2870 -1.8409 0.7802 -0.017 -0.467 0.311
C 1.0322 -2.6534 1.7827 -0.044 0.511 -0.254
H 0.4102 -0.4965 -1.4138 -0.339 0.060 0.271
H -1.0137 -0.7565 -0.3422 0.257 0.177 -0.201
H 0.3332 -0.0973 1.6274 0.153 -0.080 -0.158
H 1.7248 0.2451 0.5760 -0.198 -0.122 0.055
H 1.8634 -2.2100 -0.0794 -0.178 0.081 0.249
H 0.5158 -2.6039 2.7420 0.182 -0.027 -0.336
```
Forces are in eV/Å.

Entry 8:
# C5H6O4Sr

A structure of composition C5H6O4Sr at a distorted geometry (wB97M-V/def2-TZVPD, the Open Molecules 2025 dataset).

Values from the calculation:
- Energy relative to the best compared isomer or geometry (same formula, charge and spin): 0.277 eV
- Gap between HOMO and LUMO (spin up / spin down): 6.7 / 8.3 eV
- E_HOMO (spin up / spin down): -0.411 / -0.471 Ha
- Spin multiplicity: 2
- Total charge: +1

The geometry in XYZ format:
```
16
Properties=species:S:1:pos:R:3:forces:R:3
O 1.4443 1.1720 -0.0883 0.350 1.316 -0.246
C 1.9238 2.0482 -0.8909 0.362 -0.439 0.679
C 1.4580 3.3908 -0.8809 1.104 -0.001 -0.312
O 0.5438 3.7594 -0.0724 -0.134 0.802 -0.576
Sr -0.1962 2.3608 1.4111 0.086 -0.739 0.372
H 2.8194 1.7938 -1.4697 -0.340 0.046 -0.244
H 2.0201 4.1445 -1.4481 -0.349 -0.171 -0.083
C -3.6173 -0.9254 -1.3621 -0.070 0.286 0.460
C -2.7352 -0.9164 -0.3726 -1.005 -0.523 -0.544
O -1.6085 -0.1045 -0.5033 0.880 0.382 0.467
C -0.6854 -0.0283 0.4353 -1.424 -0.072 0.957
O -0.4975 -1.1728 1.0497 -0.804 -0.404 -0.293
H -3.4930 -0.2989 -2.2461 0.121 -0.445 0.121
H -2.9018 -1.3706 0.6026 0.363 -0.102 -0.353
H -4.5559 -1.4615 -1.2244 0.340 0.106 -0.098
H -0.1106 -1.0492 1.9252 0.520 -0.043 -0.305
```
Forces are in eV/Å.

Entry 9:
# C5H6O4Yb

A structure of composition C5H6O4Yb at a distorted geometry (wB97M-V/def2-TZVPD, the Open Molecules 2025 dataset).

Values from the calculation:
- Energy relative to the best compared isomer or geometry (same formula, charge and spin): 2.194 eV
- Gap between HOMO and LUMO (spin up / spin down): 7.0 / 6.5 eV
- E_HOMO (spin up / spin down): -0.470 / -0.470 Ha
- Spin multiplicity: 2
- Total charge: +1

The geometry in XYZ format:
```
16
Properties=species:S:1:pos:R:3:forces:R:3
O -1.4442 -0.6798 -2.3104 0.186 0.383 0.113
C -1.2045 -2.2481 -2.4599 -0.343 1.214 0.027
O -0.3810 -2.4922 -1.5702 -0.677 -1.541 0.176
O 1.9658 -0.8672 0.9882 0.005 -0.043 0.067
C 1.4937 0.2675 1.6375 -0.290 1.264 1.527
C 0.9578 1.2955 0.6414 0.309 0.165 0.307
O 0.1403 0.6014 -0.3193 1.791 -1.128 -1.004
C -1.2117 0.4428 -0.1845 -1.139 -0.037 0.381
C -1.9254 -0.0885 -1.1784 -0.441 -1.108 -0.270
Yb 1.1299 -1.4715 -0.6660 0.228 1.170 -0.695
H 2.2867 0.7728 2.2213 -0.230 -0.324 -0.179
H 0.6859 0.0180 2.3560 0.381 -0.072 -0.264
H 1.7806 1.7052 0.0401 -0.257 0.089 0.212
H 0.3830 2.1038 1.1127 0.212 -0.209 -0.126
H -1.6459 0.7568 0.7647 0.050 0.216 -0.402
H -3.0110 -0.1165 -1.0733 0.214 -0.040 0.128
```
Forces are in eV/Å.

Entry 10:
# C5H6OS

An isolated molecule of C5H6OS at a distorted geometry (wB97M-V/def2-TZVPD, the Open Molecules 2025 dataset).

Values from the calculation:
- Energy relative to the best compared isomer or geometry (same formula, charge and spin): 3.375 eV
- Gap between HOMO and LUMO: 7.4 eV
- SMILES string: C=C1C=CO[C@H]1S
- E_HOMO: -0.298 Ha
- Spin multiplicity: 1

The geometry in XYZ format:
```
13
Properties=species:S:1:pos:R:3:forces:R:3
C -0.8068 -0.8244 -0.7499 -2.751 -1.594 -0.535
C 0.0170 -1.7246 -0.2190 0.100 1.685 -0.734
C 0.5984 0.2467 0.5815 4.069 0.734 0.359
C -0.6594 0.4745 -0.1079 -1.192 -0.579 -1.403
C -1.5890 1.4676 -0.1022 1.862 0.220 0.093
O 0.8659 -1.1587 0.6459 -0.599 0.623 2.010
S 2.6658 0.4289 -0.2153 -0.420 0.887 0.726
H -1.6887 -1.2252 -1.2793 0.622 0.845 -0.188
H 0.2391 -2.6866 -0.5859 0.065 -1.146 0.244
H 0.8614 0.9643 1.3671 -0.333 -1.284 0.543
H -2.5454 1.3871 -0.6027 0.168 -0.264 -0.033
H -1.3141 2.4626 0.2580 -0.245 -0.380 0.245
H 3.3558 0.1877 1.0097 -1.347 0.252 -1.328
```
Forces are in eV/Å.

Entry 11:
# C5H6OS

An isolated molecule of C5H6OS at a distorted geometry (wB97M-V/def2-TZVPD, the Open Molecules 2025 dataset).

Values from the calculation:
- Energy relative to the best compared isomer or geometry (same formula, charge and spin): 1.274 eV
- Gap between HOMO and LUMO: 8.9 eV
- SMILES string: C[C@@H]1C=COC1=S
- E_HOMO: -0.324 Ha
- Spin multiplicity: 1

The geometry in XYZ format:
```
13
Properties=species:S:1:pos:R:3:forces:R:3
C -0.1776 1.4164 -0.4709 2.544 0.174 0.463
C -0.1929 0.2795 0.5496 2.626 1.877 1.375
C 1.1793 -0.4575 0.4696 -2.224 -0.102 -0.699
C 0.8722 -1.5874 -0.1783 -0.720 1.810 1.987
C -1.1841 -0.6507 0.1550 -2.442 -3.350 -0.580
H 0.8225 1.9579 -0.3271 -1.679 -0.246 -0.234
H -0.1284 0.9455 -1.4336 -0.213 0.156 -0.757
H -1.0468 2.0071 -0.3164 -0.549 0.761 -0.233
H -0.4250 0.7424 1.5085 0.046 -0.251 0.199
H 2.1205 -0.0020 0.7465 -0.073 -0.228 -0.283
H 1.5307 -2.2890 -0.5754 0.450 -1.423 -0.600
O -0.5188 -1.8247 -0.2191 0.024 0.922 -0.720
S -2.8517 -0.5376 0.0915 2.210 -0.100 0.082
```
Forces are in eV/Å.

Entry 12:
# C5H6OS2

An isolated molecule of C5H6OS2 at a distorted geometry (wB97M-V/def2-TZVPD, the Open Molecules 2025 dataset).

Values from the calculation:
- Energy relative to the best compared isomer or geometry (same formula, charge and spin): 1.420 eV
- Gap between HOMO and LUMO: 9.0 eV
- SMILES string: S=CO[C@H]1C=CSC1
- E_HOMO: -0.316 Ha
- Spin multiplicity: 1

The geometry in XYZ format:
```
14
Properties=species:S:1:pos:R:3:forces:R:3
C -0.9381 -1.6415 1.4726 -0.065 0.393 0.856
C 0.3963 -0.0986 0.2009 -0.127 0.617 0.196
C 0.7731 1.3983 0.3086 -0.434 -0.881 0.482
C -0.1714 0.7864 -1.9040 -0.475 1.626 -1.373
C -0.0030 -0.3190 -1.2144 0.262 -2.224 -1.160
H -0.1592 -2.3932 1.1814 -0.791 0.595 0.047
H 1.2801 -0.6049 0.5712 -0.082 -0.771 -0.100
H 1.8439 1.5368 0.2585 0.258 -0.130 -0.202
H 0.4684 1.6470 1.3037 -0.346 0.827 0.490
H -0.4008 0.9363 -2.9801 -0.028 -0.621 0.913
H -0.1352 -1.3148 -1.7415 0.283 1.196 1.093
O -0.7333 -0.3824 1.1149 1.431 0.436 -1.229
S -2.2031 -1.8489 2.4564 0.018 -1.048 -0.047
S -0.0176 2.2984 -1.0282 0.096 -0.014 0.033
```
Forces are in eV/Å.